(1)
C25H30As3BBr4Cl5F2O4Ta | ωB97M-V with the def2-TZVPD basis set

Structure (XYZ):
```
75
Properties=species:S:1:pos:R:3:forces:R:3
Ta 0.962409 -0.120847 0.591468 3.8 -2.4 1.2
Br 4.114971 -3.640724 -2.894418 0.0 0.1 0.0
Br 3.296733 -6.976122 1.648825 0.0 0.0 0.0
Br 1.181350 -4.738156 2.828060 0.0 0.1 0.0
Br 4.724492 -6.474984 -1.279021 -0.1 0.1 0.0
As 0.340863 0.614082 -1.806249 -1.3 0.8 -1.9
As -5.175628 0.234517 -2.062787 0.0 0.1 0.1
As -1.051487 1.249915 1.286764 -2.6 1.0 0.4
Cl 3.917168 3.778964 2.988968 -0.1 0.0 -0.1
Cl 2.111624 0.018367 6.453172 0.0 0.0 0.0
Cl 2.112633 2.243833 0.702037 0.6 1.3 -0.6
Cl 3.798946 2.584008 5.894648 0.0 0.0 0.0
Cl 0.548185 -1.357789 4.065785 0.1 -0.2 0.3
F -0.397139 -2.198782 -0.993711 0.0 -0.2 0.1
F -1.490658 -2.155218 1.017036 0.1 -0.1 0.1
O 2.332043 -1.849090 -1.350426 0.3 -0.1 0.3
O 0.897453 -2.382794 1.021921 0.0 1.2 -0.3
O 3.304726 0.232260 -1.372276 0.3 -0.3 -0.1
O 2.979900 -0.839935 0.670306 0.3 0.1 0.6
C -1.602665 0.780507 -2.176431 0.2 -0.1 0.2
C -5.771197 0.171158 -0.184648 0.0 0.0 0.0
C -1.993965 0.560577 2.849869 0.2 -0.2 0.0
C 2.196696 0.666080 4.865947 0.0 0.0 0.0
C -1.912418 3.124663 -1.329306 -0.1 -0.2 0.0
C 2.993114 2.371012 3.331748 0.1 0.2 0.0
C 3.562784 -5.184864 -0.547976 0.0 0.0 0.1
C -2.492293 1.701954 -1.334300 0.2 0.1 0.1
C 2.945858 1.820148 4.612349 0.0 0.0 0.1
C -2.635917 1.211475 0.109769 0.4 0.0 0.0
C 1.531333 0.582773 2.541638 0.3 0.4 1.2
C 1.505520 0.051780 3.826165 -0.1 0.3 -0.5
C 3.322746 -3.993409 -1.224299 0.0 -0.1 0.0
C -4.111121 -1.419798 -2.015218 0.0 0.0 0.0
C 4.700737 -0.063134 -1.517559 0.0 0.0 0.1
C -3.887447 1.761279 -1.977106 0.0 -0.1 0.0
C 0.663718 -0.525399 -3.358623 0.3 -0.2 0.2
C 2.068398 -4.446403 1.195149 -0.3 0.0 0.1
C 2.625598 -0.649496 -0.547552 0.2 0.8 -1.8
C 1.059874 2.246532 -2.636589 0.1 -0.2 0.4
C -0.971392 3.115513 1.922615 0.3 -0.3 -0.2
C 2.475523 -3.027454 -0.695414 -0.1 0.2 0.2
C 2.260941 1.734245 2.351455 -0.2 -0.4 0.6
C 1.792577 -3.270453 0.501371 0.4 -0.4 -0.1
C 2.948013 -5.397828 0.684550 0.1 -0.1 -0.1
B -0.317095 -1.810845 0.360899 -3.1 -1.6 -0.8
H 5.030976 0.390317 -2.449152 0.0 0.0 0.0
H 1.150892 3.072385 -1.933450 0.0 0.0 0.0
H 2.049545 1.987438 -3.007721 0.0 0.0 0.0
H -3.773962 2.086066 -3.015528 0.0 0.0 0.0
H -4.472473 2.543787 -1.480460 0.0 0.0 0.0
H -1.687607 1.069649 -3.227924 0.1 0.0 0.0
H -2.913226 0.154869 0.126703 0.0 0.1 0.0
H -6.670386 -0.442272 -0.135007 0.0 0.0 0.0
H 0.250371 -0.028453 -4.235466 0.0 0.1 0.1
H -4.831225 -2.237458 -1.964307 0.0 0.0 0.0
H -3.424302 1.780818 0.608625 0.0 0.0 0.1
H -3.448559 -1.499686 -1.152915 0.0 0.0 0.0
H 0.194869 -1.495052 -3.220338 0.0 0.0 0.1
H -3.536791 -1.543649 -2.932058 0.0 0.0 0.0
H -0.893657 3.109222 -0.935176 0.0 0.1 0.0
H -1.885804 3.539448 -2.338813 0.0 0.0 0.0
H -6.029702 1.172175 0.161168 0.0 0.0 0.0
H 0.418255 2.537264 -3.465561 -0.1 0.0 0.0
H -0.447144 3.770981 1.231746 0.0 0.0 0.0
H 1.735370 -0.663679 -3.480517 0.0 0.0 0.0
H -1.981712 3.483435 2.088698 0.0 -0.1 0.0
H 4.864406 -1.139901 -1.567703 0.0 0.0 0.0
H -2.916463 1.121155 2.995027 0.0 0.1 -0.1
H 5.262272 0.351317 -0.678869 0.0 0.0 0.0
H -0.432413 3.101908 2.870700 0.0 0.0 0.0
H -1.953842 -0.248351 -2.095462 0.1 0.0 0.0
H -5.023387 -0.259086 0.480269 0.0 0.0 0.0
H -1.367346 0.664630 3.733990 0.0 0.0 0.0
H -2.514807 3.782189 -0.699021 0.0 0.0 0.0
H -2.218651 -0.493580 2.699914 0.0 0.0 0.0
```
Forces are in eV/Å.

Output
HOMO in eV: -8.3
Lowest unoccupied orbital energy in eV: -0.37
Energy above the lowest of the compared OMol25 structures with the same formula, charge and spin in kcal/mol: 61.2
Electronic energy in eV: -567564.22118
Kohn-Sham gap in eV: 7.89
2S+1: 1
M in g mol⁻¹: 1345.914

Atomic partial charges in e from the Mulliken method, atoms 1 to 8: Ta -0.837; Br -0.125; Br -0.168; Br -0.115; Br -0.163; As 1.616; As 0.285; As 1.731

(2)
C25H30BCrN11OS3 | ωB97M-V with the def2-TZVPD basis set

Structure (XYZ):
```
72
Properties=species:S:1:pos:R:3:forces:R:3
Cr -0.277155 0.030922 0.049349 0.7 0.5 -0.2
S 1.227191 -1.283549 -1.287527 -0.7 -0.7 0.6
S -0.391577 1.752567 -3.516738 -0.4 -0.1 -0.4
S -2.021665 -0.124659 -1.767344 0.0 -0.1 0.5
O 0.642703 1.611990 -0.806717 -0.6 -1.2 -0.3
N -2.464369 0.482534 -4.285479 0.1 -0.1 0.3
N -1.236859 -1.551488 0.802451 0.2 0.1 -0.5
N -1.927857 -0.489161 4.313702 -0.6 0.3 0.2
N -1.792742 1.088338 2.360543 -0.5 0.2 0.6
N 0.855020 -0.015320 1.776760 -0.2 0.1 -0.9
N -1.772687 -1.392891 2.027701 -0.4 -0.2 0.5
N -1.560579 1.339141 1.062572 0.1 -0.3 -0.4
N 0.196683 -0.193095 2.942137 0.0 -0.2 0.8
N 1.316577 2.680247 -0.514538 0.4 1.1 0.7
N -1.319531 -1.233617 5.260408 0.6 -0.4 0.2
N 2.593468 0.520952 -2.934059 0.3 0.2 -0.1
C -1.658322 -2.733459 0.332945 -0.4 -0.6 0.1
C 2.789298 4.391335 -1.241429 0.0 0.2 0.4
C 1.062716 -0.262408 3.959962 0.1 0.1 -0.2
C 3.242070 0.109599 1.049261 0.0 0.0 -0.2
C -1.692245 0.639428 -3.207802 0.2 0.3 -0.5
C 2.710982 5.007369 0.002295 -0.2 -0.3 -0.1
C -2.283786 1.430280 -5.364606 -0.1 0.4 -0.3
C -2.025624 2.563673 0.797815 -0.2 0.2 0.2
C -0.823293 1.848724 -5.297972 0.2 -0.2 0.2
C -2.369986 2.150377 2.939322 0.1 0.1 -0.3
C 1.238304 3.251806 0.704058 -0.1 -0.1 0.2
C -2.237067 -1.587047 6.137852 -0.2 0.2 -0.2
C -2.501487 -3.327489 1.274248 0.2 0.3 -0.2
C -3.497233 -1.073223 5.758073 0.1 0.1 -0.2
C -1.914331 -2.444397 7.307613 0.0 0.0 0.0
C 2.162692 0.006485 2.062219 0.4 0.0 0.3
C 2.020233 -0.194661 -2.232450 0.4 0.4 -0.5
C -1.269059 -3.359517 -0.955756 0.1 0.0 -0.1
C 1.927413 4.409564 0.980477 0.1 0.2 -0.2
C -2.540010 -2.450696 2.333839 0.2 0.1 -0.3
C -2.031951 3.195760 -0.547841 0.1 -0.2 0.0
C -2.541919 3.118155 1.973561 0.1 -0.2 -0.1
C 2.087204 3.233762 -1.476798 0.0 -0.3 -0.3
C -3.257001 -0.391611 4.596998 0.0 0.0 0.1
C 2.332721 -0.131857 3.441736 -0.1 0.1 -0.3
B -1.330791 -0.248380 2.963724 0.2 -0.1 -0.2
H 1.832580 4.845961 1.960162 0.0 0.0 0.1
H -2.611886 2.165331 3.983407 0.0 -0.1 0.2
H 2.134003 2.680223 -2.405337 0.0 -0.1 0.1
H -1.878623 -2.990106 -1.781685 0.1 0.0 0.0
H -2.981583 4.086600 2.086182 -0.1 0.2 0.0
H 3.399650 4.795907 -2.032692 0.0 0.0 -0.1
H -2.999163 -4.270472 1.175150 -0.1 -0.2 0.0
H 3.038871 -0.547440 0.205144 0.1 0.1 0.1
H -2.935161 2.302095 -5.209054 0.0 -0.2 -0.1
H -3.276345 -0.116020 -4.244626 0.0 0.0 0.1
H -4.430579 -1.190691 6.268832 -0.2 0.0 0.1
H -3.925149 0.125054 3.937308 -0.2 0.1 -0.1
H -2.532830 0.957800 -6.314780 0.0 0.1 0.0
H 3.262635 -0.139016 3.970300 0.2 -0.1 0.1
H -1.419176 -4.433958 -0.880266 0.0 0.0 0.0
H -0.839260 -2.591823 7.363975 0.0 0.0 0.1
H 3.360231 1.124661 0.669050 0.0 0.1 0.0
H -0.170899 1.155519 -5.828412 0.0 0.0 0.0
H -3.062758 -2.529422 3.265362 0.0 0.1 0.3
H 0.705580 -0.424891 4.958849 0.0 0.0 0.1
H -1.372008 2.671537 -1.233220 -0.1 0.1 0.0
H 3.239337 5.923055 0.202661 0.1 0.1 0.0
H -1.729886 4.239302 -0.475716 0.0 0.1 0.0
H -0.223629 -3.179161 -1.187067 -0.1 -0.1 -0.1
H -3.045711 3.165392 -0.946760 0.0 0.0 -0.1
H -2.400116 -3.414379 7.198139 0.0 0.0 0.1
H 4.183013 -0.198432 1.495875 0.1 0.1 0.1
H -2.271928 -1.992818 8.231210 0.0 0.0 0.1
H -0.650389 2.860575 -5.653450 -0.1 0.0 0.0
H 0.619771 2.759070 1.441654 0.0 -0.1 -0.2
```
Forces are in eV/Å.

Output
Total charge: +1
HOMO (spin up / spin down) in eV: -10.8 / -10.8
Lowest unoccupied orbital energy (spin up / spin down) in eV: -4.02 / -3.54
Energy above the lowest of the compared OMol25 structures with the same formula, charge and spin in kcal/mol: 10.0
Electronic energy in eV: -106451.66989
Kohn-Sham gap (spin up / spin down) in eV: 6.74 / 7.26
2S+1: 2
M in g mol⁻¹: 659.600

Atomic partial charges in e from the Mulliken method, atoms 1 to 8: Cr 0.187; S -0.604; S 0.266; S -0.415; O 0.747; N -0.186; N 0.011; N 0.607

(3)
C25H30BeCl2FIK2N5O11S2 | ωB97M-V with the def2-TZVPD basis set

Structure (XYZ):
```
80
Properties=species:S:1:pos:R:3:forces:R:3
I -3.927763 -3.395316 -3.959199 0.3 1.1 0.4
K -0.761849 -0.650418 -4.479339 1.0 3.1 -6.4
K -3.272785 -3.390248 4.504214 -0.6 0.9 2.7
Cl 5.098789 3.680067 -0.626731 0.0 0.0 0.0
Cl 7.869100 1.922733 0.314153 0.0 -0.1 0.0
S -0.661828 -4.041497 -3.370789 -0.1 1.0 0.3
S -3.040451 7.867036 -0.786483 0.1 0.0 -0.1
F 5.357646 6.248507 -1.306776 0.1 0.1 -0.2
O -3.304392 -4.048121 2.443661 0.4 -0.5 -1.9
O -1.771026 3.519438 -4.756428 0.0 -0.1 0.0
O -1.333228 5.252336 -3.716140 -0.1 0.0 0.0
O -2.465520 1.736051 -2.084269 0.8 0.2 0.6
O 1.210353 -3.180217 3.336278 0.6 -0.1 0.1
O -2.761666 8.902485 0.243630 -0.1 -0.1 0.0
O 1.604691 -2.056428 0.794304 -1.2 -1.2 -0.2
O -3.417908 4.526932 -3.676916 0.1 0.0 0.1
O 0.783895 -7.142904 -1.152411 -0.1 0.1 0.0
O 0.427075 -5.619955 0.341424 -0.2 -0.2 0.0
O -2.800780 -3.223353 -0.204374 -0.7 -0.3 0.4
N 0.297919 0.961718 -1.500948 1.1 -0.7 0.1
N 1.229279 -1.830631 -2.201593 -2.3 2.7 -0.2
N -5.091367 -3.032756 6.908400 1.3 0.0 -1.1
N 4.141778 -1.616545 0.818882 0.2 0.2 -0.5
N 1.102980 -6.163451 -0.497208 0.3 0.0 -0.1
C -0.641317 -2.618013 0.314507 -0.6 0.1 -0.2
C 0.295939 -3.101438 2.512329 -1.1 -0.6 0.5
C 7.359215 2.337163 -1.346399 0.0 0.0 -0.2
C -3.047503 -0.450625 -2.941307 4.9 -1.4 1.0
C -0.035368 -1.317934 -2.382430 -3.8 -1.6 0.2
C 3.437655 -0.326023 1.065503 0.4 -0.3 -0.8
C 6.678000 3.682996 -1.422983 0.1 0.1 -0.1
C 2.446004 -5.569465 -0.744664 0.2 0.0 -0.2
C -2.240488 4.437195 -4.030218 0.0 -0.1 0.0
C -1.937245 -3.167868 0.666914 1.3 0.7 -0.9
C -2.010778 0.518572 -2.354379 -1.5 -4.7 -1.2
C 0.489565 -2.529085 1.101482 -0.3 -0.4 0.5
C 2.496887 1.440619 -0.635297 0.3 -0.6 0.5
C 1.516361 0.476254 -1.276267 0.6 0.2 -0.1
C 1.944856 -0.879565 -1.641759 0.9 0.9 0.7
C -4.827271 7.791927 -1.000746 -0.1 -0.1 0.0
C 3.739096 0.766230 -0.015925 0.4 0.7 1.4
C -0.514365 0.083286 -2.056671 -2.5 -2.2 -0.7
C -2.602802 -1.898786 -3.247025 3.3 1.0 2.5
C -5.992004 -3.069984 7.596930 -1.4 -0.1 1.1
C -1.027471 -3.564350 2.889288 0.6 0.2 0.7
C -1.145387 -2.324348 -2.996193 -2.5 0.2 2.3
C -2.879815 6.260572 0.006802 -0.1 -0.1 0.1
C -2.152182 -3.638588 2.106533 -0.5 -0.3 -1.4
C -7.155353 -3.116984 8.487354 0.2 0.0 -0.1
Be 1.409703 -4.641254 5.117055 -0.1 0.4 -0.4
H -0.601356 -2.247725 -0.702946 -0.1 -0.3 0.7
H 8.260619 2.345430 -1.959118 0.0 0.1 0.0
H 2.998117 -5.609329 0.190177 -0.1 0.1 0.1
H 2.980468 -1.135120 -1.417002 -0.3 0.2 0.0
H 2.294556 -4.540342 -1.064720 -0.1 0.0 0.2
H 3.482438 -2.298012 0.449634 -0.1 0.2 0.4
H 7.277342 4.466897 -0.967704 -0.1 0.0 0.0
H 4.846723 -1.507868 0.094711 0.2 0.2 0.2
H -5.078071 6.960239 -1.660206 0.1 0.0 0.0
H -7.995268 -3.577951 7.971372 0.0 0.0 0.0
H -5.155071 8.725813 -1.453956 0.1 0.0 0.0
H 2.830813 2.215324 -1.341636 -0.3 -0.3 0.0
H 1.940370 1.977140 0.150260 0.1 -0.2 -0.2
H -3.487805 6.231912 0.912002 0.0 0.1 0.0
H 3.729082 -0.018495 2.076074 -0.1 0.4 -0.3
H -5.311545 7.666829 -0.031458 0.1 0.0 0.0
H -3.195094 5.480378 -0.687272 0.0 0.0 -0.1
H 6.505255 3.951207 -2.463857 0.0 0.0 0.0
H -3.406675 1.656147 -1.874998 0.1 0.3 -0.2
H 6.710073 1.539769 -1.704185 0.0 0.0 0.1
H -6.916678 -3.700662 9.374225 0.0 0.0 0.0
H 4.309362 1.574205 0.504058 -0.4 -0.6 -0.7
H -1.081706 -3.890376 3.923044 0.4 -0.3 -0.1
H -4.081156 -0.168780 -3.126500 0.3 0.1 0.1
H 2.364331 -0.579654 1.042594 0.9 0.7 0.4
H 4.414557 0.382172 -0.797269 -0.2 0.1 0.2
H 2.944466 -6.147818 -1.515442 -0.1 0.0 0.0
H -1.833142 6.112955 0.265991 0.0 0.1 -0.1
H -0.431426 -4.562556 -2.130856 -0.2 0.6 -0.2
H -7.430443 -2.107701 8.787188 0.0 0.0 0.0
```
Forces are in eV/Å.

Output
Total charge: -1
HOMO in eV: -4.5
Lowest unoccupied orbital energy in eV: -3.25
Electronic energy in eV: -146952.97331
Kohn-Sham gap in eV: 1.23
2S+1: 1
M in g mol⁻¹: 944.689

Atomic partial charges in e from the Mulliken method, atoms 1 to 8: I 0.108; K 1.172; K 0.842; Cl -0.108; Cl -0.203; S -0.188; S 0.545; F -0.697